1.
The following is a DFT calculation (ωB97M-V with the def2-TZVPD basis set) of one molecule with the formula C6H12 at a distorted geometry.

Each line ends with the Mulliken charge.
Geometry (Å):
C1 -2.579 -1.353 -0.227  -0.84
C2 -1.508 -0.587 -0.056  0.03
C3 -0.237 -0.750 -0.811  -0.56
C4 1.000 -0.642 0.108  -0.84
C5 1.118 0.653 0.962  -0.38
C6 1.150 1.881 0.057  -1.12
H1 -2.540 -2.126 -0.997  0.24
H2 -3.577 -1.265 0.176  0.28
H3 -1.497 0.181 0.712  0.24
H4 -0.160 -1.735 -1.272  0.35
H5 -0.238 -0.002 -1.611  0.31
H6 0.915 -1.547 0.717  0.31
H7 1.948 -0.699 -0.426  0.35
H8 2.146 0.521 1.316  0.27
H9 0.476 0.791 1.825  0.42
H10 1.192 2.799 0.652  0.34
H11 0.304 1.980 -0.622  0.28
H12 2.087 1.900 -0.504  0.31

Output
**Highest occupied orbital energy**: -9.554 eV
**ΔE to the lowest compared entry with this formula, charge and spin**: 123.0 kJ/mol
**SMILES string**: C=CCCCC
**Largest force on an atom**: 1.72 eV/A
**Orbital gap**: 0.3953 Eh

---

2.
The following is a DFT calculation (ωB97M-V with the def2-TZVPD basis set) of one molecule with the formula C6H12 at a distorted geometry.

Each line ends with the Mulliken charge.
Geometry (Å):
C1 -0.263 -2.171 0.401  -1.04
C2 -0.690 -0.862 -0.369  -1.00
C3 0.135 0.372 -0.117  1.43
C4 1.578 0.091 -0.416  -1.43
C5 -0.336 1.271 0.975  -0.66
C6 -0.516 1.645 -0.483  -0.97
H1 -0.608 -1.922 1.441  0.24
H2 -0.813 -3.081 0.059  0.34
H3 0.800 -2.268 0.303  0.32
H4 -1.755 -0.695 -0.148  0.42
H5 -0.704 -1.141 -1.454  0.36
H6 2.171 1.061 -0.723  0.35
H7 2.081 -0.375 0.522  0.28
H8 1.682 -0.618 -1.328  0.30
H9 0.488 1.834 1.501  0.27
H10 -1.216 0.946 1.516  0.28
H11 -0.013 2.562 -0.812  0.28
H12 -1.562 1.625 -0.831  0.24

Output
**Highest occupied orbital energy**: -9.965 eV
**ΔE to the lowest compared entry with this formula, charge and spin**: 157.9 kJ/mol
**SMILES string**: CCC1(C)CC1
**Largest force on an atom**: 2.54 eV/A
**Orbital gap**: 0.4068 Eh

---

3.
The following is a DFT calculation (ωB97M-V with the def2-TZVPD basis set) of C6H12BeOP as an isolated structure at a distorted geometry.

Each line ends with the Mulliken charge.
Geometry (Å):
C1 0.219 0.217 -1.998  -0.83
C2 -1.031 -0.504 -1.949  -0.65
C3 -0.806 -1.720 -1.247  -0.79
C4 0.570 -1.779 -0.875  -0.55
C5 1.211 -0.603 -1.350  -0.72
Be1 -0.299 0.350 0.039  -3.84
P1 -0.701 2.384 0.374  0.52
H1 0.431 1.063 -2.640  0.58
H2 -1.915 -0.244 -2.516  0.62
H3 -1.524 -2.521 -1.126  0.57
H4 2.278 -0.442 -1.406  0.50
H5 1.066 -2.631 -0.428  0.60
H6 -1.652 2.512 1.420  -0.04
H7 -1.263 3.165 -0.687  0.09
H8 0.388 3.143 0.894  -0.07
C6 0.895 -0.332 2.372  -0.51
O1 -0.320 -0.266 1.542  3.71
H9 1.354 0.648 2.262  -0.07
H10 1.545 -1.118 1.977  0.25
H11 0.596 -0.519 3.408  0.52
H12 -1.042 -0.806 1.934  -0.90

Output
**Highest occupied orbital energy (alpha / beta)**: -0.016 / 0.097 eV
**Net charge**: -1
**ΔE to the lowest compared entry with this formula, charge and spin**: 0.0 kJ/mol
**Largest force on an atom**: 1.91 eV/A
**Orbital gap (alpha / beta)**: 0.1235 / 0.1146 Eh

---

4.
The following is a DFT calculation (ωB97M-V with the def2-TZVPD basis set) of a 3-piece molecular cluster, C6H12Br6 overall at a distorted geometry.

Each line ends with the Mulliken charge.
Geometry (Å):
Br1 0.327 3.608 -0.958  -0.12
C1 -1.625 3.293 -1.387  -0.62
C2 -2.455 3.854 -0.269  -0.63
Br2 -1.980 3.172 1.536  -0.11
H1 -1.818 2.220 -1.392  0.33
H2 -1.872 3.697 -2.369  0.42
H3 -3.513 3.655 -0.443  0.39
H4 -2.470 4.944 -0.312  0.37
Br3 -2.066 -4.100 1.117  -0.13
C3 -0.195 -3.953 0.673  -0.24
C4 -0.070 -4.272 -0.862  -0.67
Br4 1.786 -4.839 -1.292  -0.16
H5 0.449 -4.668 1.185  0.37
H6 0.215 -2.949 0.781  0.08
H7 -0.298 -3.483 -1.579  0.36
H8 -0.589 -5.179 -1.171  0.38
Br5 1.463 1.442 2.976  -0.18
C5 1.683 1.290 0.996  -0.51
C6 2.396 -0.057 0.725  -0.43
Br6 2.372 -0.155 -1.271  -0.16
H9 2.369 2.060 0.643  0.41
H10 0.705 1.360 0.521  0.21
H11 1.755 -0.862 1.084  0.22
H12 3.431 -0.079 1.067  0.41

Output
**Highest occupied orbital energy**: -10.032 eV
**ΔE to the lowest compared entry with this formula, charge and spin**: 86.0 kJ/mol
**SMILES string**: BrCCBr.BrCCBr.BrCCBr
**Largest force on an atom**: 2.72 eV/A
**Orbital gap**: 0.3800 Eh

---

5.
The following is a DFT calculation (ωB97M-V with the def2-TZVPD basis set) of a 5-piece molecular cluster, C6H12Br6N2O6 overall at a distorted geometry.

Each line ends with the Mulliken charge.
Geometry (Å):
N1 -0.790 0.150 -0.334  0.85
O1 -0.089 0.049 0.615  -0.67
O2 -1.788 0.880 -0.426  -0.75
O3 -0.567 -0.482 -1.357  -0.49
N2 0.574 -0.161 -3.482  1.14
O4 0.684 1.057 -3.773  -0.72
O5 1.618 -0.772 -3.390  -0.72
O6 -0.485 -0.634 -3.305  -0.64
Br1 3.745 -0.345 1.948  -0.26
C1 3.196 -1.171 0.230  -0.50
C2 1.671 -1.569 0.235  0.25
Br2 1.443 -3.034 1.588  -0.29
H1 3.883 -2.015 0.158  0.45
H2 3.443 -0.441 -0.541  0.25
H3 1.289 -1.992 -0.694  0.40
H4 1.022 -0.734 0.500  -0.23
Br3 2.014 1.004 -1.542  -0.15
C3 1.058 2.053 -0.097  -0.37
C4 1.661 1.614 1.224  -0.55
Br4 1.558 2.970 2.633  -0.28
H5 -0.023 1.949 -0.190  0.22
H6 1.208 3.132 -0.117  0.57
H7 2.688 1.251 1.188  0.31
H8 1.174 0.708 1.582  0.33
Br5 -4.913 1.486 0.905  -0.21
C5 -3.480 0.182 1.274  -0.33
C6 -3.941 -1.233 0.791  -0.62
Br6 -3.689 -1.180 -1.163  -0.14
H9 -3.456 0.289 2.359  0.41
H10 -2.483 0.458 0.932  0.03
H11 -4.965 -1.477 1.074  0.40
H12 -3.259 -1.991 1.176  0.33

Output
**Highest occupied orbital energy**: -1.597 eV
**Net charge**: -2
**Largest force on an atom**: 6.88 eV/A
**Orbital gap**: 0.2198 Eh

---

6.
The following is a DFT calculation (ωB97M-V with the def2-TZVPD basis set) of a 2-piece molecular cluster, C6H12BrN overall at a distorted geometry.

Each line ends with the Mulliken charge.
Geometry (Å):
C1 0.240 1.713 -0.100  0.38
C2 -0.305 2.584 0.990  -1.14
C3 0.387 -2.507 -0.228  -1.57
C4 -1.381 -0.716 -0.186  -1.23
C5 0.810 -0.235 0.379  -0.98
C6 0.015 -1.130 -0.532  1.18
N1 0.322 2.087 -1.272  -0.48
Br1 2.813 -0.286 0.143  -0.14
H1 -1.301 2.978 0.618  0.26
H2 -0.357 2.102 1.996  0.25
H3 0.310 3.362 1.162  0.41
H4 0.075 -3.206 -0.951  0.42
H5 1.497 -2.604 -0.109  0.36
H6 0.134 -2.849 0.813  0.32
H7 -2.162 -1.532 -0.438  0.32
H8 -1.445 0.063 -0.914  0.41
H9 -1.471 -0.221 0.805  0.27
H10 0.695 -0.265 1.480  0.50
H11 0.327 -0.950 -1.608  0.23
H12 0.798 1.611 -2.045  0.24

Output
**Highest occupied orbital energy (alpha / beta)**: -4.626 / -10.246 eV
**Largest force on an atom**: 5.05 eV/A
**Multiplicity**: 3
**Orbital gap (alpha / beta)**: 0.1983 / 0.2982 Eh

---

7.
The following is a DFT calculation (ωB97M-V with the def2-TZVPD basis set) of a 3-piece molecular cluster, C6H12Cl4O overall at a distorted geometry.

Each line ends with the Mulliken charge.
Geometry (Å):
C1 1.207 1.632 0.162  -0.29
C2 1.342 2.162 -1.214  -0.60
C3 2.373 3.255 -0.921  -0.47
O1 1.933 3.772 0.341  -0.41
C4 1.541 2.712 1.111  -0.42
H1 1.780 0.704 0.185  0.18
H2 0.186 1.270 0.283  0.20
H3 0.357 2.556 -1.466  0.25
H4 1.700 1.573 -2.058  0.38
H5 2.168 3.941 -1.743  0.36
H6 3.379 2.836 -0.901  0.29
H7 0.815 3.039 1.855  0.33
H8 2.311 2.295 1.760  0.22
Cl1 0.299 -3.579 0.686  -0.15
C5 -0.185 -1.951 0.095  -0.18
Cl2 -1.625 -2.089 -1.000  -0.15
H9 -0.599 -1.421 0.953  0.23
H10 0.659 -1.526 -0.448  0.25
Cl3 -2.955 -3.935 1.873  -0.13
C6 -4.073 -4.160 0.472  -0.28
Cl4 -3.378 -5.339 -0.626  -0.13
H11 -5.079 -4.509 0.704  0.33
H12 -4.156 -3.238 -0.103  0.21

Output
**Highest occupied orbital energy**: -9.825 eV
**ΔE to the lowest compared entry with this formula, charge and spin**: 95.1 kJ/mol
**SMILES string**: C1CCOC1.ClCCl.ClCCl
**Largest force on an atom**: 4.34 eV/A
**Orbital gap**: 0.3831 Eh

---

8.
The following is a DFT calculation (ωB97M-V with the def2-TZVPD basis set) of C6H12Cl6 as an isolated structure at a distorted geometry.

Each line ends with the Mulliken charge.
Geometry (Å):
Cl1 0.338 2.308 3.125  -0.15
C1 0.471 3.396 1.693  -0.54
C2 1.390 2.801 0.607  0.41
Cl2 3.035 2.560 1.258  -0.18
H1 0.749 4.379 2.073  0.42
H2 -0.500 3.574 1.231  0.33
H3 1.526 3.521 -0.200  0.42
H4 1.026 1.838 0.248  -1.13
Cl3 1.618 0.225 1.586  -0.16
C3 0.618 -0.586 0.421  -0.30
C4 -0.186 0.433 -0.300  -0.56
Cl4 -1.515 1.041 0.835  -0.16
H5 -0.035 -1.243 0.995  0.24
H6 1.241 -1.107 -0.306  0.28
H7 -0.626 0.016 -1.206  0.41
H8 0.428 1.259 -0.658  0.62
Cl5 -3.143 -2.361 -1.925  -0.15
C5 -1.412 -2.795 -2.118  -0.50
C6 -0.828 -3.395 -0.858  -0.48
Cl6 -1.038 -2.326 0.501  -0.18
H9 -0.725 -2.064 -2.544  0.31
H10 -1.347 -3.536 -2.915  0.37
H11 0.242 -3.600 -0.902  0.30
H12 -1.326 -4.340 -0.642  0.37

Output
**Highest occupied orbital energy**: -8.893 eV
**ΔE to the lowest compared entry with this formula, charge and spin**: 469.5 kJ/mol
**Largest force on an atom**: 6.85 eV/A
**Orbital gap**: 0.3416 Eh

---

9.
The following is a DFT calculation (ωB97M-V with the def2-TZVPD basis set) of a 3-piece molecular cluster, C6H12Cl6 overall at a distorted geometry.

Each line ends with the Mulliken charge.
Geometry (Å):
Cl1 2.727 2.034 -2.178  -0.18
C1 2.368 3.258 -0.861  -0.45
C2 2.827 2.818 0.536  -0.50
Cl2 1.952 1.460 1.310  -0.17
H1 1.290 3.345 -0.725  0.28
H2 2.893 4.188 -1.079  0.38
H3 2.752 3.696 1.179  0.33
H4 3.866 2.500 0.621  0.35
Cl3 -2.064 0.352 0.094  -0.22
C3 -0.773 0.844 -1.172  0.19
C4 -0.572 -0.168 -2.286  -0.47
Cl4 0.432 -1.540 -1.625  -0.21
H5 0.132 1.093 -0.616  -0.28
H6 -1.130 1.792 -1.574  0.36
H7 0.060 0.265 -3.061  0.31
H8 -1.438 -0.703 -2.673  0.36
Cl5 -0.769 -4.454 2.865  0.14
C5 -1.179 -3.327 1.543  -0.28
C6 -2.657 -3.004 1.672  -0.25
Cl6 -3.052 -2.361 3.373  0.11
H9 -0.793 -3.703 0.595  0.37
H10 -0.638 -2.401 1.740  0.28
H11 -3.395 -3.757 1.394  0.38
H12 -2.839 -2.230 0.928  0.19

Output
**Highest occupied orbital energy (alpha / beta)**: -13.204 / -13.203 eV
**Net charge**: +1
**ΔE to the lowest compared entry with this formula, charge and spin**: 26.1 kJ/mol
**Largest force on an atom**: 2.07 eV/A
**Multiplicity**: 2
**Orbital gap (alpha / beta)**: 0.3543 / 0.1002 Eh

---

10.
The following is a DFT calculation (ωB97M-V with the def2-TZVPD basis set) of a 3-piece molecular cluster, C6H12Cl6 overall at a distorted geometry.

Each line ends with the Mulliken charge.
Geometry (Å):
Cl1 0.423 -4.488 1.940  0.09
C1 -0.846 -3.358 2.258  -0.15
C2 -1.438 -2.920 0.890  -0.48
Cl2 -2.057 -4.312 -0.056  0.13
H1 -0.327 -2.554 2.780  0.27
H2 -1.617 -3.855 2.847  0.35
H3 -0.665 -2.494 0.251  0.29
H4 -2.161 -2.109 0.982  0.39
Cl3 -0.142 0.172 0.403  -0.18
C3 -1.041 1.570 1.190  -0.38
C4 -0.132 2.260 2.149  -0.39
Cl4 0.554 1.233 3.377  -0.17
H5 -1.880 1.108 1.710  0.31
H6 -1.411 2.193 0.375  0.32
H7 -0.675 3.026 2.702  0.34
H8 0.771 2.749 1.781  0.24
Cl5 1.958 2.827 -1.514  -0.18
C5 1.118 1.739 -2.631  -0.25
C6 2.007 1.276 -3.809  -0.49
Cl6 1.253 0.013 -4.841  -0.19
H9 0.191 2.203 -2.969  0.35
H10 0.769 0.864 -2.083  0.11
H11 2.866 0.785 -3.351  0.29
H12 2.484 2.071 -4.382  0.37

Output
**Highest occupied orbital energy (alpha / beta)**: -12.940 / -12.937 eV
**Net charge**: +1
**ΔE to the lowest compared entry with this formula, charge and spin**: 40.4 kJ/mol
**Largest force on an atom**: 1.55 eV/A
**Multiplicity**: 2
**Orbital gap (alpha / beta)**: 0.3585 / 0.0834 Eh

---

11.
The following is a DFT calculation (ωB97M-V with the def2-TZVPD basis set) of C6H12F9FeO11S2 as an isolated structure at a distorted geometry.

Each line ends with the Mulliken charge.
Geometry (Å):
Fe1 0.539 -1.481 -0.372  0.17
C1 -1.899 -2.682 2.778  0.64
F1 -0.760 -2.880 3.475  -0.24
F2 -2.900 -3.204 3.452  -0.21
F3 -2.055 -1.377 2.636  -0.19
S1 -1.761 -3.504 1.157  1.13
O1 -3.003 -3.125 0.525  -0.69
O2 -0.604 -2.843 0.501  -0.47
O3 -1.581 -4.892 1.369  -0.62
C2 2.175 2.181 -2.104  0.62
F4 3.168 2.897 -2.633  -0.22
F5 2.097 2.467 -0.805  -0.19
F6 1.041 2.495 -2.711  -0.20
S2 2.607 0.400 -2.343  1.27
O4 3.910 0.190 -1.797  -0.71
O5 1.565 -0.294 -1.546  -0.07
O6 2.481 0.202 -3.748  -0.65
C3 -0.534 0.999 1.209  -0.25
O7 -0.769 1.793 0.074  -0.19
O8 -0.109 -0.207 0.818  0.24
C4 0.472 1.626 2.180  0.66
F7 1.688 1.825 1.666  -0.20
F8 -0.013 2.815 2.612  -0.29
F9 0.576 0.854 3.284  -0.25
C5 -1.632 2.888 0.214  -0.33
C6 -1.983 3.393 -1.187  -1.13
H1 -1.195 4.052 -1.553  0.28
H2 -2.026 2.563 -1.895  0.22
H3 -2.934 3.921 -1.204  0.39
H4 -1.196 3.713 0.781  0.28
H5 -2.556 2.619 0.745  0.33
H6 -1.465 0.881 1.790  0.20
O9 -0.997 -1.229 -1.711  -0.34
H7 -1.905 -0.927 -1.583  0.29
H8 -0.975 -1.671 -2.568  0.24
O10 2.278 -1.435 0.774  -0.28
H9 2.424 -2.127 1.432  0.27
H10 3.003 -0.804 0.866  0.28
O11 1.440 -3.090 -1.317  -0.37
H11 1.001 -3.779 -1.829  0.28
H12 2.389 -3.223 -1.433  0.29

Output
**Highest occupied orbital energy (alpha / beta)**: -10.458 / -10.305 eV
**ΔE to the lowest compared entry with this formula, charge and spin**: 0.0 kJ/mol
**Largest force on an atom**: 2.85 eV/A
**Multiplicity**: 6
**Orbital gap (alpha / beta)**: 0.3554 / 0.2880 Eh